Entry 1:
Here is a molecular structure, C10H30N6O4Rb from the Open Molecules 2025 dataset. Energies are from wB97M-V/def2-TZVPD.

Each line ends with the Löwdin charge.
Cartesian coordinates (Å):
1 Rb 0.13655 0.69308 -1.16183  0.9609
2 C 0.45367 2.21493 2.00918  -0.6714
3 O 1.31814 2.16965 1.13373  -0.0373
4 N -0.05519 1.10248 2.63830  0.1482
5 N 0.07372 3.31544 2.74402  0.1716
6 H 0.29449 0.24129 2.22912  0.0625
7 H -0.93430 1.09960 3.11603  0.0985
8 H 0.57380 4.18150 2.64738  0.1153
9 H -0.54224 3.16081 3.51194  0.0952
10 C 1.36009 -2.04549 1.75412  -0.6433
11 O 1.04814 -1.10748 1.00182  -0.1213
12 N 2.60834 -2.17531 2.26179  0.1920
13 N 0.49636 -3.04781 2.06912  0.1913
14 H 2.76503 -2.85498 2.98197  0.1126
15 H 3.29242 -1.48108 2.02188  0.1220
16 H 0.73669 -3.75315 2.73660  0.1107
17 H -0.40287 -2.92757 1.63594  0.1173
18 C -3.96434 2.91124 1.12059  -0.0498
19 C -3.43498 1.96392 0.06961  -0.4265
20 C -2.64923 2.73205 -0.98012  -0.2069
21 O -1.46629 3.40251 -0.47936  -0.2470
22 C -0.79676 4.19279 -1.44403  -0.1011
23 N -2.50854 1.01972 0.64786  0.0210
24 H -4.31226 2.46242 2.05009  0.0815
25 H -4.70596 3.59776 0.70130  0.0889
26 H -3.17895 3.62290 1.39962  0.0809
27 H -4.20889 1.41844 -0.47482  0.1481
28 H -3.26115 3.45744 -1.52064  0.1388
29 H -2.32043 1.97496 -1.70155  0.0847
30 H 0.21045 4.18767 -1.01259  0.0916
31 H -1.10441 5.23864 -1.37457  0.0995
32 H -0.72443 3.85056 -2.47831  0.0963
33 H -2.84861 0.73388 1.56619  0.0787
34 H -1.70039 1.51452 1.01087  0.0097
35 C 3.42890 -3.39389 -1.26920  -0.0465
36 C 2.66168 -2.25208 -1.96306  -0.4241
37 C 1.17757 -2.50418 -2.12855  -0.2603
38 O 0.76507 -3.59864 -2.87882  -0.1328
39 C -0.63371 -3.73594 -2.84963  -0.0962
40 N 2.98660 -0.96202 -1.34262  0.0320
41 H 3.22131 -4.36114 -1.72875  0.0842
42 H 3.41317 -3.41183 -0.17768  0.0625
43 H 4.48655 -3.21352 -1.49134  0.0791
44 H 3.19301 -2.15932 -2.91875  0.1421
45 H 0.81517 -1.54549 -2.52059  0.0685
46 H 0.88033 -2.56779 -1.06956  0.1137
47 H -0.87877 -4.46965 -3.61692  0.0974
48 H -1.17791 -2.81481 -3.08289  0.0884
49 H -1.00940 -4.12764 -1.89824  0.0922
50 H 3.95126 -0.98995 -1.03357  0.0813
51 H 2.47149 -0.95944 -0.46112  0.0056

Its total charge is +1.

Entry 2:
Here is 5 unconnected molecules or ions with the total composition C10H30O10 from the Open Molecules 2025 dataset. Energies are from wB97M-V/def2-TZVPD.

Each line ends with the Löwdin charge.
Cartesian coordinates (Å):
1 C 16.67268 -15.41368 2.16328  -0.2114
2 C 15.72121 -14.32252 1.69793  -0.2279
3 O 14.73930 -14.84385 0.81234  -0.0688
4 O 17.44665 -15.90931 1.04458  -0.0996
5 H 16.10089 -16.20907 2.64848  0.1091
6 H 17.45799 -15.11937 2.86796  0.1101
7 H 16.29586 -13.47704 1.30639  0.1113
8 H 15.14555 -13.93414 2.54072  0.1244
9 H 15.21421 -15.14269 0.02039  0.0563
10 H 18.36607 -15.65229 1.27736  0.0292
11 C 17.11434 -15.24580 -2.11000  -0.2598
12 C 17.30495 -14.54914 -3.46693  -0.2485
13 O 16.10618 -14.55317 -4.20997  -0.0522
14 O 17.20168 -16.64735 -2.27110  -0.0689
15 H 16.08672 -15.00763 -1.80281  0.1052
16 H 17.86132 -14.88210 -1.39460  0.1084
17 H 18.09564 -15.15004 -3.93034  0.1199
18 H 17.77534 -13.56607 -3.37953  0.1131
19 H 15.58620 -13.78416 -3.96634  0.0830
20 H 16.73025 -17.01000 -1.50951  0.0535
21 C 13.90922 -17.99439 0.87416  -0.2427
22 C 14.30277 -18.53120 -0.48611  -0.2174
23 O 14.60241 -17.46517 -1.40369  -0.0746
24 O 12.68253 -17.26774 0.77609  -0.0596
25 H 14.74876 -17.45070 1.31421  0.0952
26 H 13.73952 -18.82301 1.56612  0.1200
27 H 13.50053 -19.06714 -0.99296  0.1218
28 H 15.16313 -19.18379 -0.27699  0.1188
29 H 14.39788 -17.76906 -2.28866  0.0938
30 H 12.96542 -16.35628 0.60215  0.0668
31 C 15.16259 -10.42158 0.57870  -0.2620
32 C 14.97495 -9.75495 -0.78629  -0.2563
33 O 15.45393 -8.41967 -0.86777  -0.0656
34 O 16.50546 -10.61667 0.90296  -0.0542
35 H 14.59429 -11.34954 0.49935  0.1163
36 H 14.62472 -9.78385 1.28975  0.1229
37 H 13.93757 -9.75632 -1.13615  0.1186
38 H 15.42610 -10.33459 -1.60581  0.1164
39 H 16.39663 -8.42859 -1.05000  0.0798
40 H 16.92986 -9.77532 1.08874  0.0879
41 C 20.73674 -15.44967 2.69235  -0.1990
42 C 20.94515 -14.11164 3.39848  -0.2555
43 O 19.75841 -13.42834 3.70001  -0.0493
44 O 20.06585 -15.23400 1.42416  -0.0837
45 H 20.29944 -16.20478 3.34606  0.1256
46 H 21.75266 -15.71843 2.37913  0.1217
47 H 21.60397 -13.54601 2.72317  0.1202
48 H 21.49149 -14.23102 4.33306  0.1250
49 H 19.16801 -13.36798 2.94297  0.0772
50 H 20.39099 -15.95167 0.86960  0.1054

The SMILES is OCCO.OCCO.OCCO.OCCO.OCCO.

Entry 3:
Here is 6 unconnected molecules or ions with the total composition C10H31BrF2N3O8S2 from the Open Molecules 2025 dataset. Energies are from wB97M-V/def2-TZVPD.

Each line ends with the Löwdin charge.
Cartesian coordinates (Å):
1 O 0.63354 0.23222 -0.62702  0.3877
2 H -0.28828 0.50024 -0.63108  0.1828
3 H 0.73092 -0.38297 -1.35753  0.1880
4 H 0.89342 -0.18323 0.19849  0.1774
5 Br 2.79425 -1.93805 3.55980  -0.9483
6 N 1.10805 -2.52572 -4.39146  -0.2947
7 S 2.53279 -3.05663 -5.26656  0.6395
8 O 3.64685 -2.13591 -5.49133  -0.3131
9 O 2.47776 -4.18262 -6.24077  -0.3116
10 F 3.13031 -3.84433 -3.93130  -0.2597
11 S 0.22913 -2.39810 -5.64318  0.4366
12 O -0.65316 -3.56649 -5.78766  -0.3204
13 O 0.63354 -1.53910 -6.77001  -0.3111
14 F -0.82918 -1.41485 -4.91587  -0.2607
15 C -3.29569 -6.05051 0.18481  -0.0975
16 C -2.72181 -5.62518 -1.16419  -0.3117
17 O -1.35194 -5.31428 -0.94675  -0.0775
18 H -3.08260 -5.35780 0.99896  0.0714
19 H -3.05174 -7.05328 0.53558  0.0682
20 H -4.37904 -6.12505 0.27912  0.0605
21 H -3.27021 -4.78275 -1.58569  0.1033
22 H -2.79803 -6.41095 -1.91576  0.1045
23 H -1.02352 -4.77598 -1.67061  0.0788
24 C -4.57873 0.94951 2.42955  -0.0543
25 C -4.69838 0.30149 1.01644  -0.4289
26 C -6.11630 -0.01346 0.56654  -0.2326
27 O -6.14593 -0.59048 -0.72826  -0.1943
28 C -7.40473 -0.48721 -1.34139  -0.1122
29 N -4.18696 1.22150 0.01840  0.0321
30 H -3.54781 0.85946 2.77187  0.0732
31 H -5.09141 0.46911 3.26291  0.0709
32 H -4.91123 1.98532 2.49777  0.0716
33 H -4.24775 -0.68973 1.06660  0.1381
34 H -6.65052 0.93613 0.53506  0.1218
35 H -6.56452 -0.68758 1.29645  0.1282
36 H -7.75337 0.54187 -1.42828  0.0814
37 H -8.18087 -0.98206 -0.75759  0.0886
38 H -7.24698 -0.84123 -2.36016  0.0956
39 H -4.50873 0.78135 -0.83180  0.0590
40 H -4.66530 2.10256 0.14102  0.0692
41 C 8.20905 3.83382 3.56167  -0.0425
42 C 6.73900 4.41203 3.58212  -0.4381
43 C 6.14153 4.26497 2.19353  -0.1811
44 O 4.77704 4.85078 2.12837  -0.1983
45 C 4.30738 4.90105 0.83995  -0.1654
46 N 5.84601 3.86011 4.57478  0.0481
47 H 8.14835 2.83436 3.13096  0.0710
48 H 8.62504 3.73624 4.56443  0.0703
49 H 8.89607 4.38714 2.92140  0.0684
50 H 6.71326 5.49755 3.67734  0.1317
51 H 5.97728 3.21980 1.93132  0.1242
52 H 6.77214 4.60710 1.37293  0.1204
53 H 4.92104 5.50575 0.17223  0.0822
54 H 3.24857 5.15675 0.88060  0.0932
55 H 4.45708 3.94992 0.32904  0.0790
56 H 4.94622 4.16776 4.23445  0.0594
57 H 5.70895 2.88988 4.32990  0.0776

Its total charge is -1.

Entry 4:
Here is a molecular structure, C10H31N9O6Zn from the Open Molecules 2025 dataset. Energies are from wB97M-V/def2-TZVPD.

Each line ends with the Löwdin charge.
Cartesian coordinates (Å):
1 Zn -0.51159 0.00909 -0.22746  0.6340
2 C 1.26662 2.46190 0.99994  -0.5890
3 O 0.81798 1.45860 0.43540  -0.0102
4 N 2.33180 2.47188 1.82603  0.1974
5 N 0.72214 3.70237 0.81262  0.1898
6 H 2.77148 1.62778 2.14281  0.1120
7 H 2.70113 3.35784 2.11393  0.1149
8 H 0.19125 3.90056 -0.01265  0.0990
9 H 1.14711 4.43508 1.34953  0.1085
10 C -0.50571 -0.50358 2.96159  -0.5948
11 O -0.66640 -0.58280 1.73335  -0.0097
12 N 0.71874 -0.49614 3.55146  0.2037
13 N -1.55121 -0.48672 3.80114  0.1935
14 H 1.58788 -0.54764 3.05577  0.1056
15 H 0.68608 -0.21158 4.51562  0.1150
16 H -2.49159 -0.36269 3.47866  0.1148
17 H -1.43561 -0.68787 4.78016  0.1218
18 C -2.73172 2.36527 0.22460  -0.5841
19 O -1.93921 1.46820 -0.06166  0.0003
20 N -2.74765 3.58613 -0.43783  0.1799
21 N -3.78379 2.25796 1.05512  0.1975
22 H -3.41064 4.25036 -0.09211  0.1048
23 H -1.99594 3.83737 -1.05148  0.0996
24 H -3.85279 1.38807 1.55754  0.1186
25 H -4.37463 3.03322 1.27939  0.1192
26 C -0.37389 1.41527 -3.18859  -0.5972
27 O -0.22233 0.68565 -2.19600  -0.0152
28 N 0.67966 2.06192 -3.75608  0.1949
29 N -1.59582 1.75016 -3.66157  0.1971
30 H 0.41063 2.65468 -4.51866  0.1132
31 H 1.56952 1.84974 -3.34512  0.1221
32 H -1.62517 2.51792 -4.30794  0.1132
33 H -2.41812 1.40460 -3.20284  0.1158
34 C -3.12362 -1.38373 -1.20608  -0.0379
35 O -1.71046 -1.38050 -1.06010  -0.2751
36 C -1.05541 -2.58997 -1.47420  -0.1455
37 C 0.46106 -2.35425 -1.60855  -0.1519
38 N 0.93287 -1.45961 -0.54146  -0.0738
39 C 2.39187 -1.17887 -0.57532  -0.1518
40 C 3.22069 -2.35780 -0.14578  -0.1976
41 O 2.92697 -2.71146 1.20371  -0.2245
42 C 3.64702 -3.81424 1.75878  -0.0698
43 H -3.62760 -0.51161 -0.80627  0.0884
44 H -3.51983 -2.30661 -0.77206  0.1059
45 H -3.31742 -1.53672 -2.27350  0.1046
46 H -1.47611 -2.83394 -2.45336  0.1357
47 H -1.29829 -3.46013 -0.85761  0.1391
48 H 0.49373 -1.90480 -2.60167  0.1276
49 H 0.87417 -3.36324 -1.59467  0.1340
50 H 0.92562 -2.16343 0.20553  0.1203
51 H 2.63946 -0.28246 -0.00811  0.1084
52 H 2.56194 -0.95676 -1.63255  0.1336
53 H 4.26906 -2.05596 -0.20279  0.1402
54 H 2.91128 -3.24524 -0.70351  0.1248
55 H 3.05887 -4.14604 2.60880  0.0921
56 H 4.62491 -3.42426 2.04731  0.0931
57 H 3.82100 -4.65095 1.07880  0.0942

Its total charge is +2.

| no. | HOMO-LUMO gap (eV) | molar mass (g mol⁻¹) |
| --- | --- | --- |
| 1 | 9.7270 | 383.86 |
| 2 | 9.9929 | 310.34 |
| 3 | 4.5926 | 503.40 |
| 4 | 10.0846 | 438.80 |